(1)
119
Properties=species:S:1:pos:R:3 method="wB97M-V/def2-TZVPD" e_above_lowest_kcal_mol=86.8
O -1.45 -0.26 2.34
C -1.26 0.89 2.13
Cl -2.68 2.00 1.89
C 0.17 1.54 2.09
C 0.60 2.08 0.69
C -0.26 2.14 -0.50
C 0.25 2.63 -1.80
C 1.63 3.11 -1.89
C 2.51 3.11 -0.69
C 1.99 2.59 0.56
C 3.97 3.68 -0.85
O 4.94 3.17 -0.34
C 4.05 4.94 -1.79
C 4.87 6.11 -1.52
C 4.81 7.25 -2.47
C 3.97 7.22 -3.68
C 3.12 6.02 -3.96
C 3.18 4.91 -3.01
C 2.28 3.64 -3.21
O 2.12 3.10 -4.28
H 0.24 2.34 2.87
H 0.90 0.72 2.36
H -1.32 1.79 -0.42
H -0.37 2.66 -2.71
H 2.66 2.58 1.46
H 5.51 6.18 -0.60
H 5.41 8.16 -2.25
H 3.96 8.09 -4.38
H 2.45 6.00 -4.85
C 8.85 7.96 -3.27
Cl 9.27 9.61 -2.80
Cl 7.10 7.68 -3.07
Cl 9.35 7.63 -4.93
H 9.38 7.27 -2.61
C 9.04 9.60 1.27
Cl 7.35 9.11 1.09
Cl 10.10 8.56 0.29
Cl 9.25 11.29 0.82
H 9.33 9.48 2.31
C -1.57 -0.55 -3.92
Cl -0.89 -0.94 -5.50
Cl -1.74 -2.02 -2.94
Cl -0.55 0.64 -3.08
H -2.55 -0.12 -4.07
C -4.13 -3.32 3.09
Cl -5.15 -1.88 3.04
Cl -3.96 -3.90 4.75
Cl -4.79 -4.59 2.05
H -3.14 -3.05 2.72
C -3.99 -0.34 -8.46
Cl -3.93 -0.29 -6.69
Cl -4.77 1.12 -9.09
Cl -2.37 -0.52 -9.13
H -4.59 -1.20 -8.75
C 3.35 -0.08 -5.62
Cl 2.75 -0.26 -3.97
Cl 4.93 0.70 -5.63
Cl 3.42 -1.65 -6.43
H 2.65 0.55 -6.17
C -8.21 -4.33 4.59
Cl -9.23 -2.89 4.54
Cl -8.04 -4.91 6.25
Cl -8.87 -5.60 3.55
H -7.22 -4.06 4.22
C 3.62 -1.58 -0.34
Cl 2.58 -0.15 -0.41
Cl 3.80 -2.15 1.32
Cl 2.97 -2.87 -1.37
H 4.60 -1.31 -0.72
C 4.88 -4.95 -8.05
Cl 3.21 -4.45 -8.37
Cl 6.01 -3.78 -8.74
Cl 5.15 -5.12 -6.32
H 5.04 -5.91 -8.53
C -11.47 -8.46 4.70
Cl -10.83 -8.84 3.09
Cl -11.67 -9.94 5.65
Cl -10.41 -7.32 5.53
H -12.44 -8.00 4.58
C -7.42 -8.16 8.92
Cl -8.78 -9.13 9.49
Cl -6.85 -8.75 7.35
Cl -7.87 -6.45 8.82
H -6.61 -8.25 9.64
C -12.82 -12.24 8.74
Cl -13.41 -12.41 10.39
Cl -11.22 -11.48 8.72
Cl -12.76 -13.81 7.93
H -13.50 -11.60 8.19
C 6.83 3.43 -4.50
Cl 7.66 4.84 -5.16
Cl 7.98 2.10 -4.24
Cl 6.01 3.85 -2.99
H 6.08 3.10 -5.21
C -2.63 4.46 -4.97
Cl -1.99 2.82 -4.86
Cl -2.51 5.28 -3.41
Cl -1.77 5.37 -6.22
H -3.67 4.41 -5.25
C 11.92 7.26 3.75
Cl 10.87 8.69 3.68
Cl 12.09 6.70 5.41
Cl 11.28 5.98 2.71
H 12.90 7.54 3.38
C -11.39 -17.23 5.89
Cl -11.37 -15.76 4.92
Cl -10.83 -16.89 7.54
Cl -13.01 -17.94 5.91
H -10.71 -17.95 5.44
C -0.22 -3.64 2.31
Cl 0.76 -5.09 2.54
Cl -0.75 -2.99 3.87
Cl 0.68 -2.42 1.40
H -1.10 -3.91 1.73
C 3.57 10.44 1.27
Cl 3.20 9.16 2.43
Cl 4.64 11.64 1.99
Cl 4.29 9.76 -0.20
H 2.64 10.93 0.99

***

(2)
19
Properties=species:S:1:pos:R:3 method="wB97M-V/def2-TZVPD" charge=-1 e_above_lowest_kcal_mol=81.0
C 2.95 -0.26 1.05
C 1.65 -0.38 0.26
N 1.67 0.41 -0.91
C -0.81 0.74 -0.85
C 0.47 0.41 -1.67
C -1.93 -0.25 -0.94
O -3.03 0.00 -0.42
H 2.95 0.74 1.51
H 2.97 -0.97 1.89
H 3.86 -0.35 0.46
H 0.89 -0.02 1.01
H 1.34 -1.46 0.11
H -5.28 -0.25 2.92
H -1.04 1.80 -0.93
H -0.95 0.14 0.14
H -4.89 0.18 2.44
H 0.34 -0.50 -2.38
H -1.66 -1.25 -1.30
H 0.51 1.27 -2.37

***

(3)
103
Properties=species:S:1:pos:R:3 method="wB97M-V/def2-TZVPD" charge=-1 energy_ha=-2019.7705
N 14.49 11.68 12.13
O 15.48 11.63 12.84
O 13.35 11.32 12.57
O 14.54 12.08 10.96
C 16.91 11.54 6.78
C 16.20 12.10 7.97
C 14.71 12.18 7.83
O 16.61 11.25 9.12
H 16.56 10.49 6.63
H 17.97 11.44 6.81
H 16.67 12.07 5.84
H 16.65 13.05 8.22
H 14.38 12.80 7.02
H 14.20 12.51 8.79
H 14.32 11.15 7.66
H 16.01 11.49 9.84
C 11.31 13.56 9.81
C 11.53 14.35 11.11
C 10.39 15.38 11.28
O 11.54 13.45 12.21
H 12.12 12.87 9.59
H 11.23 14.21 8.93
H 10.41 12.94 9.94
H 12.50 14.88 11.10
H 10.54 16.07 10.47
H 10.60 15.80 12.27
H 9.43 14.88 11.29
H 12.16 12.71 12.13
C 13.91 15.66 14.47
O 13.48 15.22 15.72
C 13.26 13.78 15.71
C 13.32 13.41 17.21
N 14.65 13.54 17.73
C 14.79 13.00 19.05
C 16.22 13.01 19.53
O 16.79 14.34 19.55
C 17.88 14.47 20.40
H 13.71 16.72 14.34
H 13.34 15.11 13.71
H 15.00 15.43 14.29
H 14.10 13.29 15.14
H 12.29 13.52 15.23
H 12.93 12.39 17.32
H 12.72 14.15 17.70
H 14.87 14.50 17.76
H 14.45 11.90 18.97
H 14.19 13.50 19.85
H 16.83 12.30 19.00
H 16.09 12.60 20.54
H 18.47 15.35 20.01
H 18.53 13.61 20.32
H 17.55 14.66 21.43
C 23.77 5.54 12.01
O 22.55 6.14 12.41
C 22.65 7.03 13.61
C 21.28 7.63 14.05
N 20.70 8.57 13.14
C 19.75 9.43 13.77
C 18.40 9.45 13.03
O 17.63 8.41 13.45
C 16.30 8.38 12.85
H 24.62 6.08 12.39
H 23.79 5.59 10.89
H 23.83 4.51 12.28
H 23.22 7.87 13.31
H 23.09 6.43 14.41
H 21.60 8.16 14.93
H 20.55 6.92 14.39
H 20.27 8.07 12.38
H 20.16 10.46 13.86
H 19.57 9.02 14.77
H 18.61 9.27 11.96
H 17.86 10.38 13.16
H 16.31 8.50 11.77
H 15.71 9.09 13.35
H 15.95 7.38 13.09
C 8.83 11.14 12.23
C 9.95 10.76 13.13
O 10.00 9.32 13.24
H 8.66 12.22 12.21
H 7.98 10.65 12.63
H 8.98 10.80 11.17
H 9.71 11.10 14.18
H 10.91 11.17 12.81
H 10.92 9.13 13.60
C 11.80 7.91 10.72
C 12.60 9.12 10.18
O 11.66 10.21 10.15
H 10.90 7.93 10.12
H 11.43 8.17 11.73
H 12.34 6.97 10.66
H 12.83 9.00 9.15
H 13.51 9.39 10.69
H 11.39 10.54 11.03
C 12.64 7.22 15.33
C 13.29 8.62 15.25
O 13.08 9.05 13.96
H 12.88 6.68 16.30
H 13.16 6.71 14.55
H 11.58 7.34 15.16
H 14.27 8.63 15.61
H 12.75 9.26 15.95
H 13.55 9.89 13.83

***

(4)
91
Properties=species:S:1:pos:R:3 method="wB97M-V/def2-TZVPD" charge=+4 spin_multiplicity=2 e_above_lowest_kcal_mol=7.2
Ir -2.60 1.40 -0.04
C -3.12 -3.70 1.18
C -1.98 -3.04 0.48
C -0.97 -3.74 -0.16
C 0.05 -3.09 -0.87
N 0.14 -1.73 -0.84
N -0.78 -1.06 -0.22
B -0.62 0.48 -0.07
N 0.05 0.73 1.34
N 0.90 -0.15 1.79
C 1.52 0.10 2.95
C 1.29 1.31 3.63
C 0.37 2.24 3.16
C 0.06 3.52 3.87
C -0.27 1.86 1.98
S -1.58 2.77 1.23
C 2.45 -0.99 3.44
C 1.69 -2.33 3.46
C 2.97 -0.68 4.85
C 3.62 -1.08 2.45
N 0.26 1.15 -1.17
N 1.55 0.91 -1.10
C 2.35 1.50 -2.01
C 1.80 2.36 -2.98
C 0.44 2.57 -3.07
C -0.19 3.44 -4.12
C -0.32 1.93 -2.09
S -2.07 2.11 -2.02
C 3.82 1.16 -1.92
C 3.94 -0.33 -2.30
C 4.65 2.01 -2.89
C 4.31 1.38 -0.49
C -1.86 -1.63 0.39
S -3.09 -0.59 0.97
C 1.14 -3.81 -1.61
C 2.41 -3.66 -0.73
C 0.80 -5.29 -1.79
C 1.36 -3.14 -2.98
H -3.03 -4.79 1.11
H -4.07 -3.41 0.73
H -3.14 -3.43 2.23
H -1.00 -4.83 -0.15
H 1.81 1.51 4.55
H 0.59 3.58 4.81
H -1.01 3.62 4.07
H 0.36 4.38 3.26
H 0.85 -2.30 4.15
H 2.36 -3.11 3.78
H 1.32 -2.58 2.46
H 2.17 -0.59 5.58
H 3.59 0.23 4.87
H 3.61 -1.50 5.16
H 3.27 -1.29 1.43
H 4.28 -1.89 2.76
H 4.21 -0.16 2.44
H 2.47 2.87 -3.66
H 0.56 3.80 -4.82
H -0.68 4.31 -3.68
H -0.94 2.89 -4.70
H 3.60 -0.52 -3.32
H 3.37 -0.96 -1.62
H 4.99 -0.62 -2.24
H 4.35 1.86 -3.93
H 5.69 1.70 -2.81
H 4.61 3.07 -2.65
H 3.72 0.82 0.23
H 4.29 2.44 -0.22
H 5.35 1.04 -0.41
H 2.28 -4.18 0.22
H 2.65 -2.62 -0.53
H 3.24 -4.12 -1.26
H 0.78 -5.84 -0.85
H 1.58 -5.74 -2.41
H -0.15 -5.44 -2.32
H 1.55 -2.07 -2.90
H 0.50 -3.29 -3.63
H 2.22 -3.60 -3.45
C -8.84 3.10 -0.35
C -7.40 2.71 -0.31
C -6.50 3.06 -1.32
C -5.19 2.67 -1.25
N -4.69 1.95 -0.22
C -5.56 1.59 0.76
C -6.88 1.96 0.76
H -9.06 3.77 -1.18
H -9.12 3.58 0.59
H -9.46 2.21 -0.44
H -6.83 3.65 -2.17
H -4.50 2.96 -2.04
H -5.16 1.02 1.59
H -7.52 1.65 1.58

***

It is found that the F_max values, taken in the order of the records, are 0.0690; 0.0676; 0.0613; 0.0137 hartree/bohr.